Entry 1:
Computed, not measured: a cluster of 11 separate species, C42H63O32 in total in a non-equilibrium geometry, with ωB97M-V/def2-TZVPD.

Summary:
- DFT total energy: -4046.1696 a.u.
- 2S+1: 1
- HOMO energy: -7.5979 eV
- Relative energy (zero: lowest compared OMol25 entry of this formula, charge and spin): 101.5 kJ/mol
- Total charge: -1
- LUMO: 1.1 eV

Atoms and positions in Å:
1 C 0.5537 0.6890 0.4739
2 C -0.2600 -0.4350 -0.2020
3 O -1.5143 -0.4032 -0.1267
4 O 0.3960 -1.3235 -0.7949
5 H 0.5538 1.6103 -0.1111
6 H 1.5904 0.3634 0.5691
7 H 0.0849 0.8862 1.4391
8 C -4.8483 -1.0831 -0.8158
9 C -4.4355 -1.9641 -1.9881
10 C -3.2541 -2.8881 -1.6273
11 O -3.7647 -4.1792 -1.9546
12 C -5.0815 -4.1082 -2.2163
13 O -5.7163 -5.0747 -2.5223
14 O -5.5208 -2.8526 -2.2528
15 H -5.7443 -0.5074 -1.0566
16 H -4.0748 -0.3864 -0.4773
17 H -5.0718 -1.6133 0.1163
18 H -4.2115 -1.2742 -2.8017
19 H -3.0023 -2.8153 -0.5714
20 H -2.4099 -2.5392 -2.2138
21 C 1.3874 3.0625 -2.8413
22 C 2.7271 2.7177 -2.1999
23 C 3.0479 1.2460 -2.0449
24 O 4.4051 1.1470 -2.4921
25 C 4.7639 2.2683 -3.1042
26 O 5.8355 2.5319 -3.5637
27 O 3.7517 3.1740 -3.0890
28 H 1.4299 4.1308 -3.0740
29 H 0.4978 2.9188 -2.2330
30 H 1.3584 2.5998 -3.8284
31 H 2.8593 3.2241 -1.2382
32 H 2.4242 0.6017 -2.6754
33 H 2.8690 0.8081 -1.0653
34 C 4.0258 4.7068 4.0170
35 C 2.9811 4.8859 2.9375
36 C 3.0942 3.9642 1.7407
37 O 1.7781 3.3826 1.5971
38 C 0.9887 3.9222 2.5449
39 O -0.1866 3.7257 2.5764
40 O 1.7180 4.5290 3.4941
41 H 3.9287 5.4886 4.7686
42 H 5.0628 4.6734 3.6803
43 H 3.8766 3.7412 4.5052
44 H 2.9426 5.9010 2.5259
45 H 3.8793 3.2240 1.9139
46 H 3.3189 4.5054 0.8229
47 C 4.0265 -2.3230 -1.1257
48 C 4.3055 -2.0401 0.3454
49 C 3.0713 -2.2829 1.2533
50 O 3.3948 -3.3954 2.0551
51 C 4.6791 -3.7340 1.8407
52 O 5.2298 -4.6030 2.4357
53 O 5.2309 -3.0114 0.8445
54 H 3.7060 -3.3627 -1.2344
55 H 4.9481 -2.2486 -1.7055
56 H 3.2606 -1.6926 -1.5765
57 H 4.7095 -1.0381 0.4934
58 H 2.1748 -2.3523 0.6399
59 H 3.1038 -1.3887 1.8865
60 C -0.6680 5.2329 -0.2617
61 C -2.0290 4.6181 -0.0467
62 C -3.0853 5.6172 0.4460
63 O -4.1668 5.4534 -0.4858
64 C -3.8041 4.5794 -1.4465
65 O -4.5023 4.2276 -2.3466
66 O -2.5435 4.1742 -1.3089
67 H -0.3638 5.7796 0.6373
68 H -0.5665 5.8869 -1.1261
69 H 0.1568 4.5158 -0.3189
70 H -2.0594 3.7677 0.6330
71 H -2.7407 6.6462 0.3281
72 H -3.3613 5.3845 1.4708
73 C -2.3031 1.5438 -3.1869
74 C -1.3872 0.7751 -4.1427
75 C -0.9527 -0.6094 -3.5948
76 O -1.4676 -1.5410 -4.5414
77 C -2.1014 -0.9000 -5.5409
78 O -2.6240 -1.4086 -6.4768
79 O -2.1825 0.4180 -5.2697
80 H -1.7496 1.7460 -2.2662
81 H -3.1666 0.9059 -2.9960
82 H -2.6717 2.5099 -3.5295
83 H -0.5137 1.3721 -4.4071
84 H -1.3352 -0.7590 -2.5863
85 H 0.1362 -0.6045 -3.6322
86 C 1.4788 -3.3844 -4.7533
87 C 1.0773 -3.8108 -3.3352
88 C -0.3716 -4.2790 -3.1506
89 O -0.1829 -5.5876 -2.6516
90 C 1.1189 -5.9456 -2.6242
91 O 1.5308 -7.0250 -2.3556
92 O 1.8864 -4.8794 -2.9093
93 H 1.2295 -4.1781 -5.4634
94 H 2.5425 -3.1529 -4.8244
95 H 0.9722 -2.4808 -5.0955
96 H 1.1807 -2.8598 -2.7998
97 H -0.9926 -4.2030 -4.0412
98 H -0.7132 -3.6446 -2.3319
99 C 0.2188 0.3240 4.6543
100 C 1.4982 -0.2054 4.0625
101 C 2.5598 0.9130 4.0701
102 O 3.7053 0.2505 4.6088
103 C 3.3749 -0.9896 5.0471
104 O 4.1603 -1.7700 5.4741
105 O 2.0636 -1.1865 4.9219
106 H -0.1694 1.2162 4.1533
107 H 0.3751 0.7382 5.6556
108 H -0.5458 -0.4495 4.7195
109 H 1.3248 -0.5502 3.0447
110 H 2.2537 1.8168 4.5975
111 H 2.8338 1.2030 3.0523
112 C -3.2237 -0.6557 2.7087
113 C -2.9391 0.8343 2.6465
114 C -3.8031 1.6944 1.7355
115 O -3.6401 2.9767 2.3194
116 C -3.3245 2.8567 3.6116
117 O -3.2865 3.7435 4.3952
118 O -3.0805 1.5419 3.8884
119 H -4.2833 -0.8899 2.8384
120 H -2.7429 -1.0209 3.6168
121 H -2.8921 -1.1552 1.8015
122 H -1.9211 1.0037 2.2765
123 H -4.8509 1.3805 1.7054
124 H -3.4517 1.7034 0.7032
125 C -0.4451 -3.0310 2.6974
126 C -1.0722 -3.6046 1.4535
127 C -0.0817 -4.2470 0.5152
128 O -0.5355 -5.6002 0.3816
129 C -1.6966 -5.7548 1.0354
130 O -2.3989 -6.7096 1.0015
131 O -2.0253 -4.6240 1.7266
132 H 0.1019 -3.6902 3.3741
133 H -1.1753 -2.5251 3.3316
134 H 0.2631 -2.2829 2.3288
135 H -1.5608 -2.7883 0.9121
136 H 0.8779 -4.2986 1.0348
137 H -0.0435 -3.7782 -0.4622

Results of the Mulliken charge analysis, in e, for atoms 1 through 6:
1 C 1.7272
2 C -0.4911
3 O -0.0588
4 O 0.1011
5 H -0.2128
6 H -0.6846


Entry 2:
Computed, not measured: a cluster of 2 separate species, C4H11NO2 in total in a non-equilibrium geometry, with ωB97M-V/def2-TZVPD.

Summary:
- DFT total energy: -363.8908 a.u.
- 2S+1: 2
- HOMO energy (alpha / beta): -16.5056 / -16.0200 eV
- Relative energy (zero: lowest compared OMol25 entry of this formula, charge and spin): 98.8 kJ/mol
- Total charge: +1
- LUMO (alpha / beta): -3.9 / -9.6 eV

Atoms and positions in Å:
1 C 1.6113 0.0011 -1.0369
2 C 0.1310 0.0995 -0.6448
3 C -0.7605 -0.3411 -1.7801
4 N -0.0871 -0.7887 0.5527
5 H 2.3166 0.2774 -0.1636
6 H 1.8716 -1.0080 -1.3868
7 H 1.8028 0.6964 -1.8571
8 H -0.1175 1.1252 -0.3675
9 H -0.5261 -1.4106 -2.0226
10 H -0.6139 0.2426 -2.6409
11 H -1.8314 -0.3052 -1.5551
12 H 0.3770 -0.4672 1.4474
13 H -1.0467 -0.4988 0.8806
14 H 0.0480 -1.7781 0.3372
15 O 0.3480 0.4313 2.6875
16 C -0.8138 1.0224 2.5916
17 O -1.7801 0.7492 1.8274
18 H -0.9293 1.9527 3.1311

Results of the Mulliken charge analysis, in e, for atoms 1 through 6:
1 C -1.2988
2 C 0.4408
3 C -1.3734
4 N -0.3192
5 H 0.3412
6 H 0.3563


Entry 3:
Computed, not measured: a structure of composition C52H49As2N7P2STi, with ωB97M-V/def2-TZVPD.

Summary:
- DFT total energy: -8795.6284 a.u.
- 2S+1: 1
- HOMO energy: -12.6607 eV
- Relative energy (zero: lowest compared OMol25 entry of this formula, charge and spin): 0.0 kJ/mol
- Total charge: +2
- LUMO: -7.0 eV

Atoms and positions in Å:
1 Ti -0.1921 -0.0434 0.4772
2 C 0.4571 1.6826 3.7965
3 As 0.6059 -0.1104 3.0481
4 C -0.0984 -1.1866 4.4925
5 C 2.5115 -0.4311 3.0961
6 C 3.1136 -1.0185 4.2034
7 C 4.4944 -1.1582 4.2497
8 C 5.2765 -0.6928 3.2027
9 C 4.6777 -0.1129 2.0930
10 C 3.2949 0.0095 2.0289
11 As 2.4454 0.7182 0.4399
12 C 3.6457 0.2275 -1.0001
13 C 2.7816 2.6205 0.5837
14 H 1.2903 1.8459 4.4748
15 H -0.4774 1.7470 4.3513
16 H 0.4549 2.4317 3.0111
17 H 0.1875 -2.2273 4.3709
18 H -1.1832 -1.1043 4.4826
19 H 0.2934 -0.7852 5.4252
20 H 2.5201 -1.3774 5.0337
21 H 4.9589 -1.6244 5.1089
22 H 6.3542 -0.7847 3.2476
23 H 5.2992 0.2240 1.2718
24 H 4.5135 0.8828 -0.9748
25 H 3.1295 0.3637 -1.9483
26 H 3.9543 -0.8105 -0.8975
27 H 3.8291 2.7523 0.8460
28 H 2.1583 3.0698 1.3540
29 H 2.5889 3.1062 -0.3697
30 S -0.1201 -0.1019 -1.9123
31 C -1.8591 0.0309 -2.0334
32 N -2.5238 0.2924 -3.2255
33 N -1.8446 0.6212 -4.2001
34 C -2.3922 0.9355 -5.4609
35 C -3.7717 0.9762 -5.6423
36 C -4.2455 1.2987 -6.8986
37 C -3.3588 1.5735 -7.9368
38 C -1.9860 1.5354 -7.7316
39 C -1.4898 1.2157 -6.4807
40 N -2.6892 -0.0979 -1.0435
41 N -2.0957 -0.2515 0.1365
42 C -2.9876 -0.3976 1.2453
43 C -2.7761 0.3976 2.3691
44 C -3.5840 0.2308 3.4890
45 C -4.6050 -0.7046 3.4697
46 C -4.8313 -1.4677 2.3268
47 C -4.0261 -1.3239 1.2108
48 H -0.8254 0.7021 -4.1074
49 H -4.4411 0.7841 -4.8164
50 H -5.3116 1.3493 -7.0724
51 H -3.7460 1.8280 -8.9147
52 H -1.3059 1.7591 -8.5417
53 H -0.4209 1.1878 -6.2978
54 H -2.0443 1.1941 2.3370
55 H -3.4386 0.8605 4.3581
56 H -5.2460 -0.8238 4.3338
57 H -5.6476 -2.1786 2.3081
58 H -4.1778 -1.9240 0.3258
59 N -0.4488 1.9456 0.5188
60 C -0.4971 2.7680 -0.3270
61 C -0.4755 3.6393 -1.3629
62 C 0.6040 4.5590 -1.4768
63 N 1.5154 5.2582 -1.5549
64 C -1.4100 3.4436 -2.4165
65 N -2.1213 3.2058 -3.2911
66 C -0.2382 -3.4577 -1.0553
67 P 0.6087 -2.5819 0.3116
68 C 0.1744 -3.5538 1.7814
69 C 0.9613 -4.5730 2.3163
70 C 0.4691 -5.3572 3.3500
71 C -0.8162 -5.1528 3.8364
72 C -1.6072 -4.1464 3.3013
73 C -1.1074 -3.3404 2.2904
74 C 2.3721 -2.8504 -0.0624
75 C 2.7787 -3.0353 -1.3885
76 C 4.1194 -3.2066 -1.6984
77 C 5.0748 -3.1951 -0.6921
78 C 4.6850 -2.9923 0.6234
79 C 3.3461 -2.8091 0.9374
80 P -2.0843 -3.6318 -0.9451
81 C -2.4231 -3.7631 -2.7378
82 C -3.2473 -2.8052 -3.3231
83 C -3.4920 -2.8301 -4.6925
84 C -2.9157 -3.8133 -5.4807
85 C -2.1041 -4.7838 -4.9008
86 C -1.8623 -4.7607 -3.5373
87 C -2.3343 -5.3522 -0.3846
88 C -1.3394 -6.2134 0.0670
89 C -1.6601 -7.4875 0.5210
90 C -2.9774 -7.9155 0.5252
91 C -3.9791 -7.0636 0.0761
92 C -3.6606 -5.7902 -0.3646
93 H 0.2668 -4.4124 -1.2083
94 H -0.0790 -2.8582 -1.9496
95 H 1.9456 -4.7794 1.9193
96 H 1.0852 -6.1465 3.7621
97 H -1.2010 -5.7826 4.6287
98 H -2.6134 -3.9854 3.6685
99 H -1.7407 -2.5618 1.8843
100 H 2.0594 -3.0478 -2.1933
101 H 4.4163 -3.3561 -2.7282
102 H 6.1199 -3.3408 -0.9332
103 H 5.4246 -2.9781 1.4144
104 H 3.0693 -2.6383 1.9704
105 H -3.7117 -2.0437 -2.7054
106 H -4.1505 -2.0931 -5.1373
107 H -3.1103 -3.8387 -6.5451
108 H -1.6721 -5.5647 -5.5135
109 H -1.2518 -5.5361 -3.0866
110 H -0.3007 -5.9120 0.0777
111 H -0.8733 -8.1477 0.8653
112 H -3.2273 -8.9092 0.8741
113 H -5.0103 -7.3925 0.0711
114 H -4.4524 -5.1339 -0.7122

Results of the Mulliken charge analysis, in e, for atoms 1 through 6:
1 Ti -1.5229
2 C -1.2608
3 As 1.8139
4 C -1.3416
5 C 0.5412
6 C -0.8774